{"formula": "C12H18O13Rb4S", "method": "ωB97M-V/def2-TZVPD", "species": ["Rb", "Rb", "Rb", "Rb", "S", "O", "O", "O", "O", "C", "C", "C", "O", "C", "O", "O", "H", "H", "H", "H", "H", "H", "C", "C", "C", "O", "C", "O", "O", "H", "H", "H", "H", "H", "H", "C", "C", "C", "O", "C", "O", "O", "H", "H", "H", "H", "H", "H"], "positions_angstrom": [[-4.88677, 0.52106, 1.40421], [-3.91690, 2.32420, -2.74862], [-1.20889, -1.07590, -2.90979], [-2.80346, 4.22564, 0.98608], [-1.89150, 1.02670, -0.29620], [-1.82089, 2.35094, -0.99130], [-2.13740, 1.30298, 1.13855], [-3.08320, 0.26615, -0.75570], [-0.68644, 0.23241, -0.50759], [-3.47407, -3.10865, -0.31690], [-2.02164, -3.01694, 0.10873], [-1.78971, -2.36856, 1.50061], [-1.22096, -3.38725, 2.26657], [-1.10495, -4.54413, 1.54208], [-0.68175, -5.55213, 1.96485], [-1.50642, -4.32763, 0.24950], [-3.86505, -2.13325, -0.62100], [-4.12183, -3.52357, 0.45561], [-3.54257, -3.77207, -1.18321], [-1.43733, -2.47357, -0.64506], [-2.75598, -2.05532, 1.90904], [-1.18626, -1.47164, 1.37480], [1.53801, -0.48643, 2.35106], [1.83627, -1.47041, 1.22300], [2.53753, -0.82335, 0.00547], [3.64889, -1.66902, -0.22426], [3.76111, -2.60406, 0.75073], [4.61175, -3.41279, 0.80687], [2.75712, -2.45248, 1.65397], [2.43375, -0.23711, 2.90718], [0.76152, -0.92455, 2.98363], [1.04409, 0.38376, 1.90757], [0.90736, -1.93782, 0.89497], [2.84685, 0.19792, 0.22888], [1.92178, -0.82797, -0.89561], [0.78855, 3.75954, -2.86402], [1.07534, 3.93405, -1.38733], [1.50543, 2.63919, -0.64910], [2.82585, 2.89635, -0.21606], [3.15598, 4.19379, -0.45366], [4.14145, 4.72268, -0.07964], [2.20197, 4.79073, -1.21539], [1.73555, 3.46617, -3.32576], [0.53189, 4.71509, -3.32282], [0.00520, 3.02349, -3.03089], [0.23588, 4.40017, -0.86114], [1.47424, 1.79109, -1.32786], [0.86060, 2.49252, 0.21495]], "charge": 2}

{"formula": "C12H19Cl2N3OTl", "method": "ωB97M-V/def2-TZVPD", "species": ["Tl", "Cl", "Cl", "C", "H", "H", "C", "C", "H", "C", "H", "C", "H", "H", "C", "H", "H", "C", "H", "H", "H", "H", "C", "N", "C", "C", "C", "N", "C", "O", "N", "H", "H", "H", "H", "H", "H", "H"], "positions_angstrom": [[1.28347, -0.22405, -0.52001], [-0.98741, -1.48930, -0.48858], [1.36829, 2.30582, 0.52680], [3.17465, -0.79113, -0.73676], [3.74669, 0.17221, -1.02364], [3.19157, -1.23586, -1.71806], [-0.26696, 1.70813, -2.12546], [0.66540, 0.85284, -2.46535], [-0.06787, 2.55244, -1.44480], [0.55402, -0.37982, -3.34359], [1.77671, 1.02492, -2.14504], [-0.66481, -0.15319, -4.21302], [1.50337, -0.57720, -3.84394], [0.37554, -1.23744, -2.69166], [-1.88364, 0.16344, -3.32396], [-0.41987, 0.70984, -4.85323], [-0.81263, -1.01637, -4.86124], [-1.68976, 1.34194, -2.36105], [-2.73622, 0.33227, -3.98741], [-2.07212, -0.74385, -2.73443], [-2.25809, 2.21072, -2.72308], [-2.17522, 1.02745, -1.40096], [1.19027, -2.26439, 4.32875], [0.38515, -1.27734, 3.61209], [-0.60102, -0.64436, 4.27489], [-1.31485, 0.34526, 3.67973], [-0.90262, 0.71958, 2.37981], [-0.02500, 0.01622, 1.68798], [0.72324, -0.94138, 2.28248], [1.67891, -1.51903, 1.72792], [-1.42194, 1.84738, 1.80268], [0.52596, -2.92033, 4.89620], [1.85297, -1.76589, 5.04400], [1.78569, -2.84446, 3.63186], [-0.74946, -0.98198, 5.30950], [-2.08852, 0.89628, 4.18355], [-1.91176, 2.45203, 2.44154], [-0.73213, 2.32855, 1.19551]], "charge": -1}

{"formula": "C12H19Cl2N4OSSr", "method": "ωB97M-V/def2-TZVPD", "species": ["Sr", "C", "C", "N", "C", "S", "N", "N", "C", "C", "C", "C", "C", "C", "C", "N", "H", "H", "H", "H", "H", "H", "H", "H", "H", "H", "H", "H", "H", "Cl", "C", "Cl", "H", "H", "C", "O", "H", "H", "H", "H"], "positions_angstrom": [[0.30415, 0.66558, -1.68890], [4.03587, -3.05072, 2.11234], [2.90099, -3.49714, 1.20290], [1.64961, -2.73145, 1.24350], [1.44089, -1.50698, 0.70286], [2.43045, -0.91999, -0.62969], [0.51451, -0.83402, 1.33990], [0.09011, 0.33327, 0.76620], [-0.57994, 1.12097, 1.52069], [-0.83514, 0.85046, 2.94149], [-1.02055, 2.36924, 0.84676], [-1.91783, 3.21180, 1.52334], [-2.35117, 4.34996, 0.88386], [-1.84563, 4.68985, -0.37020], [-0.89838, 3.85194, -0.91327], [-0.56026, 2.68860, -0.36853], [4.86276, -3.73725, 2.06898], [3.61998, -2.84862, 3.13176], [4.44399, -2.09069, 1.81943], [2.64038, -4.52005, 1.37331], [3.31776, -3.43229, 0.18518], [1.04873, -2.89396, 2.02698], [0.03533, 0.34997, 3.36079], [-1.69005, 0.16929, 3.06531], [-0.97348, 1.76096, 3.50574], [-2.38276, 2.83215, 2.45117], [-3.12843, 5.01777, 1.30578], [-2.14996, 5.53653, -0.91536], [-0.49355, 4.03330, -1.88413], [-0.36238, -2.16054, -3.76801], [1.08896, -1.68593, -4.59725], [1.35198, 0.08625, -4.55606], [0.94177, -1.93131, -5.62900], [2.00639, -2.08267, -4.11456], [-3.19878, -0.63263, -1.91972], [-1.96049, -0.40712, -1.25352], [-3.98380, -0.37004, -1.24532], [-3.27655, -1.65550, -2.27775], [-3.27361, 0.07601, -2.74099], [-1.84189, -1.00504, -0.50599]], "charge": 1}

{"formula": "C12H19Cl3MoO3", "method": "ωB97M-V/def2-TZVPD", "species": ["C", "C", "C", "C", "C", "C", "C", "C", "C", "C", "Mo", "Cl", "Cl", "Cl", "H", "H", "H", "H", "H", "H", "H", "H", "H", "H", "H", "H", "H", "H", "H", "O", "H", "C", "O", "C", "O", "H", "H", "H"], "positions_angstrom": [[-1.67264, 0.39509, -0.85443], [-1.28291, 1.54175, -0.06696], [-0.93964, 1.08775, 1.25323], [-1.31194, 2.94379, -0.51976], [-1.13680, -0.34480, 1.28728], [-1.62236, -0.75592, 0.00085], [-2.07852, -2.12137, -0.35275], [-2.12825, 0.38778, -2.27030], [-0.63067, 1.93385, 2.43437], [-0.96119, -1.23717, 2.46585], [0.51647, 0.17802, -0.25976], [1.21523, 3.51681, 0.28460], [1.04534, 1.27367, -2.25723], [1.96804, 0.27954, 1.62708], [-1.44694, 3.04065, -1.59969], [-0.23631, 3.41021, -0.26783], [-2.04336, 3.54416, 0.02610], [0.03973, 2.75934, 2.16235], [-0.14254, 1.35762, 3.22297], [-1.54586, 2.37302, 2.84295], [-0.13065, -0.90943, 3.09851], [-0.76037, -2.26547, 2.14111], [-1.87103, -1.25573, 3.07472], [-1.52831, -2.86959, 0.21691], [-1.93029, -2.32336, -1.41312], [-3.14008, -2.24033, -0.12987], [-1.66915, 1.20068, -2.84003], [-3.21993, 0.49007, -2.32951], [-1.85047, -0.56106, -2.74641], [0.49717, -1.68324, -1.15913], [1.38858, -2.05706, -1.08035], [4.47177, -2.23112, -0.87186], [3.11737, -1.75191, -0.75024], [2.90973, -0.41634, -0.74429], [3.76658, 0.40360, -0.94090], [4.85810, -2.01583, -1.87095], [4.40121, -3.31055, -0.71321], [5.08490, -1.76712, -0.10028]], "charge": -2, "s_squared": 2.0428, "multiplicity": 3}

Energy above the lowest of the compared OMol25 structures with the same formula, charge and spin / kJ/mol: 90.24; 115.79; 0.00; 93.30
E_tot / Ha: -1940.3893; -1800.9922; -2112.0708; -2143.1861